# 1
{"formula": "C31H37Ge2N4OOsS", "method": "the ωB97M-V functional and the def2-TZVPD basis", "total_energy_ha": -6139.69922, "lumo_energy_ha": [-0.2029, -0.3618], "charge": 2, "spin_multiplicity": 6, "s2": 8.7829, "species": ["Os", "C", "C", "C", "C", "C", "C", "Ge", "C", "C", "C", "C", "C", "C", "C", "C", "C", "C", "C", "C", "H", "H", "H", "H", "H", "H", "H", "H", "H", "H", "H", "H", "H", "H", "H", "C", "Ge", "C", "C", "C", "H", "H", "H", "H", "H", "H", "H", "H", "H", "H", "N", "C", "O", "C", "C", "C", "C", "N", "C", "H", "H", "H", "H", "H", "H", "S", "C", "N", "C", "C", "N", "H", "H", "H", "H", "H", "H"], "positions_angstrom": [[11.965884, 11.328712, 10.721974], [16.287887, 10.126360, 6.167964], [16.254844, 9.107960, 7.143555], [15.688770, 9.333212, 8.395675], [15.195136, 10.561893, 8.795057], [15.315246, 11.626662, 7.855177], [15.806597, 11.378879, 6.571252], [14.378380, 10.766610, 10.552752], [15.002193, 9.196152, 11.595533], [16.087136, 9.333433, 12.481275], [16.512234, 8.276454, 13.323584], [15.918626, 7.030958, 13.181946], [14.907373, 6.819058, 12.273361], [14.419029, 7.905265, 11.527249], [15.391366, 12.242216, 11.408363], [16.455213, 12.923710, 10.772876], [17.183232, 13.940140, 11.467113], [16.873400, 14.267421, 12.757016], [15.798100, 13.659336, 13.398190], [15.047780, 12.683858, 12.729441], [16.532214, 9.915951, 5.132029], [16.606958, 8.089502, 6.953925], [15.557625, 8.448455, 9.043220], [14.986941, 12.624411, 8.117373], [15.816309, 12.265474, 5.909274], [16.554151, 10.322906, 12.595640], [17.207426, 8.481079, 14.148045], [16.211958, 6.204890, 13.826426], [14.431027, 5.863099, 12.170017], [13.534743, 7.733442, 10.935697], [16.764753, 12.689103, 9.752801], [18.036002, 14.423294, 10.953787], [17.438704, 15.074057, 13.226662], [15.509585, 14.032217, 14.403978], [14.131075, 12.267783, 13.200328], [11.312937, 13.514101, 13.607870], [11.170555, 11.529746, 13.715735], [12.087837, 10.911361, 15.301874], [9.297998, 10.948915, 13.795492], [12.045136, 10.469853, 12.374703], [12.322296, 13.761730, 13.253780], [11.110195, 13.944683, 14.604135], [10.554894, 13.939649, 12.923246], [11.332503, 10.981442, 16.098686], [12.954284, 11.536469, 15.534764], [12.367878, 9.848516, 15.214064], [8.596740, 11.814499, 13.778689], [9.130019, 10.328375, 14.698833], [9.041584, 10.330390, 12.939925], [12.532922, 9.697474, 12.986913], [6.097233, 12.032861, 7.930574], [7.274513, 12.361217, 8.538467], [7.646754, 13.539911, 8.684256], [8.080831, 11.204587, 9.103983], [7.731895, 9.829897, 9.021810], [8.732918, 8.895381, 9.243563], [10.010880, 9.355013, 9.571433], [10.254775, 10.660434, 9.891005], [9.286351, 11.538286, 9.657489], [5.583676, 12.794848, 7.495194], [5.757158, 11.095410, 7.786942], [6.725586, 9.530081, 8.780999], [8.571257, 7.823167, 9.216391], [10.809665, 8.657892, 9.746829], [9.560735, 12.550520, 9.892137], [12.379212, 12.938613, 8.965311], [12.290964, 14.404525, 9.803361], [13.311995, 15.250270, 9.972190], [12.875952, 16.582988, 10.374419], [11.382704, 16.363804, 10.647239], [11.157304, 15.000025, 10.224830], [14.245584, 14.951888, 9.794792], [12.986119, 17.309246, 9.541528], [13.470272, 16.991248, 11.220365], [10.742965, 17.091259, 10.087115], [11.157561, 16.541775, 11.727537], [10.271409, 14.552001, 10.045326]], "atomic_forces_ev_per_a": [[2.336, 0.909, -0.511], [-0.795, -0.392, 1.242], [0.008, 0.072, -0.671], [-0.153, -0.919, 0.193], [0.025, 0.795, -0.920], [0.040, -1.185, 0.347], [0.119, 1.011, -0.104], [1.060, 0.701, 0.179], [-0.923, -1.817, -0.296], [-0.187, 1.178, -0.243], [-0.296, -1.495, 0.870], [1.563, 0.002, 1.415], [-0.106, 0.205, -0.046], [0.249, 2.548, -0.477], [0.285, 1.169, 0.689], [0.169, 0.304, 0.805], [0.135, -1.058, -1.701], [0.002, 0.635, 0.426], [-0.724, 0.085, 0.349], [-0.148, -0.247, -0.365], [0.343, 0.126, 0.240], [-0.082, 0.458, -0.274], [0.300, 0.532, -0.256], [0.012, -0.076, -0.114], [0.080, -0.848, 0.120], [-0.086, -0.481, -0.157], [-0.124, -0.204, -0.569], [0.088, 0.230, -0.099], [-0.034, -0.380, 0.032], [-0.095, 0.097, -0.303], [-0.139, -0.098, 0.317], [-0.665, -0.278, 0.340], [-0.184, -0.349, 0.126], [0.153, -0.542, -0.764], [0.828, 0.177, -0.190], [-0.357, -0.235, -0.268], [-1.278, 0.852, 0.777], [-0.141, -0.220, 0.446], [-0.627, 0.385, 0.267], [0.452, -1.983, 0.613], [-0.249, 0.239, 0.209], [0.293, -0.208, -0.376], [0.404, -0.218, 0.195], [0.435, 0.073, 0.019], [-0.098, -0.223, 0.116], [0.001, 0.465, 0.034], [0.437, -0.589, 0.257], [0.021, 0.495, -0.421], [0.079, -0.109, -0.165], [0.133, 0.284, -0.616], [0.606, 0.609, 0.034], [-0.831, 1.347, 0.660], [-0.256, -2.193, -0.307], [-0.852, -0.612, -0.533], [0.687, 1.114, -0.071], [0.641, 0.432, 0.181], [-0.699, 0.508, 0.874], [-2.085, -2.345, -0.419], [0.312, 0.329, -0.269], [0.153, -0.306, 0.212], [0.206, 0.180, 0.021], [-0.066, -0.140, -0.122], [-0.085, 0.183, -0.228], [0.258, -0.087, 0.019], [-0.443, 0.282, -0.203], [-0.037, -0.149, -0.727], [-0.267, 1.987, 0.469], [-0.756, -0.619, -0.005], [0.573, 1.032, -0.353], [-0.907, 1.572, 1.089], [0.641, -1.150, -0.412], [0.583, 0.031, -0.125], [0.178, -0.549, 0.340], [-0.568, -0.511, -0.381], [0.553, -0.748, 0.299], [0.026, -0.495, -0.738], [-0.122, 0.426, -0.020]]}

# 2
{"formula": "C31H37IrN4O3", "method": "the ωB97M-V functional and the def2-TZVPD basis", "relative_energy_kj_mol": 73.4, "total_energy_ha": -1751.36813, "lumo_energy_ha": [-0.4404, -0.4405], "charge": 3, "spin_multiplicity": 2, "s2": 0.9730, "species": ["Ir", "C", "C", "C", "C", "C", "C", "C", "C", "C", "C", "C", "C", "N", "C", "O", "C", "C", "C", "C", "C", "N", "C", "O", "N", "C", "C", "C", "C", "C", "C", "C", "C", "C", "C", "C", "C", "H", "H", "H", "H", "H", "H", "H", "H", "H", "H", "H", "H", "H", "H", "H", "H", "H", "H", "H", "H", "H", "H", "H", "H", "H", "H", "H", "H", "H", "H", "H", "H", "H", "H", "H", "H", "H", "O", "N"], "positions_angstrom": [[0.416284, 1.033458, 0.800196], [4.962471, 1.576674, 1.309214], [4.335069, 1.814279, -0.090914], [3.172338, 2.810341, -0.043881], [4.023229, 0.490357, -0.711492], [4.998478, 0.065201, -1.748295], [4.874061, -1.102796, -2.443846], [3.794973, -1.895378, -2.134238], [2.787104, -1.505136, -1.121607], [1.603058, -2.406252, -1.003271], [0.945939, -2.635469, -2.376299], [2.018460, -3.753871, -0.362365], [2.976910, -0.363313, -0.359897], [2.120424, -0.096544, 0.780402], [2.295463, -0.938174, 1.849586], [3.253306, -1.637958, 2.062101], [1.091644, -0.979262, 2.744882], [0.993448, -1.702254, 3.921419], [-0.218208, -1.704062, 4.597873], [-1.323746, -1.035364, 4.064029], [-1.154847, -0.360201, 2.881374], [0.039883, -0.326205, 2.270577], [-2.233307, 0.344447, 2.164252], [-3.236407, 0.762731, 2.634933], [-1.880973, 0.664492, 0.768026], [-2.738507, 0.769860, -0.160015], [-2.432298, 1.692597, -1.320628], [-3.455432, 1.990850, -2.128902], [-4.746918, 1.360688, -1.978834], [-5.026113, 0.379714, -1.031387], [-4.066863, -0.028061, -0.151279], [-4.271552, -1.282511, 0.633058], [-5.482423, -1.179137, 1.603768], [-4.521649, -2.458818, -0.350550], [-1.108481, 2.388845, -1.497244], [-1.220686, 3.858547, -1.069897], [-0.555350, 2.255642, -2.918569], [5.353525, 2.524073, 1.677789], [5.786527, 0.863418, 1.274613], [4.218656, 1.209654, 2.015337], [5.099296, 2.268793, -0.719788], [2.413310, 2.484646, 0.665594], [2.729133, 2.970003, -1.030924], [3.535447, 3.772788, 0.317761], [5.860871, 0.701124, -1.920011], [5.603394, -1.400771, -3.184274], [3.689288, -2.858701, -2.619447], [0.876752, -1.925710, -0.356837], [1.583219, -3.210330, -3.051167], [0.693699, -1.693000, -2.871949], [0.029081, -3.211939, -2.239842], [2.660302, -4.322019, -1.040349], [1.128714, -4.357704, -0.177350], [2.555333, -3.620511, 0.577304], [1.862797, -2.232828, 4.289282], [-0.312328, -2.233438, 5.537862], [-2.288873, -1.043733, 4.553658], [-3.326087, 2.725436, -2.915302], [-5.523690, 1.621530, -2.693372], [-5.993143, -0.105410, -1.034691], [-3.366976, -1.521168, 1.191266], [-6.380232, -0.855138, 1.074619], [-5.309916, -0.482187, 2.413447], [-5.671105, -2.170527, 2.012121], [-5.457110, -2.329716, -0.893909], [-4.595076, -3.376217, 0.230627], [-3.714594, -2.571355, -1.078514], [-0.377627, 1.847080, -0.849179], [-1.833109, 4.392256, -1.800593], [-0.240540, 4.333570, -1.058604], [-1.689942, 3.984208, -0.093273], [-1.186349, 2.784496, -3.634944], [-0.475488, 1.213632, -3.233392], [0.432956, 2.713797, -2.962461], [0.322967, 3.670411, 1.621386], [0.278164, 2.573557, 1.925233]], "atomic_forces_ev_per_a": [[-1.316, -3.191, 0.334], [-0.077, 0.071, -0.119], [-0.003, 0.066, 0.203], [0.100, -0.031, 0.014], [1.084, -0.125, -0.672], [-0.578, 0.602, 0.832], [-0.119, -0.200, -0.052], [-0.701, 0.105, 0.615], [0.549, -0.736, -0.915], [0.123, -0.349, -0.054], [-0.037, 0.038, 0.018], [0.066, 0.033, -0.093], [0.083, 0.584, 0.612], [-0.046, 0.606, -1.338], [0.349, -0.011, 0.234], [-0.071, -0.050, -0.123], [-0.089, -0.043, 0.083], [-0.051, -0.067, 0.139], [0.037, -0.037, 0.066], [0.058, -0.161, 0.170], [0.298, -0.032, -0.255], [0.355, 0.892, -0.351], [0.009, 0.017, -0.336], [-0.302, 0.048, 0.055], [1.073, 1.342, 0.847], [-0.845, -0.739, -1.189], [0.174, -0.567, 0.609], [-1.111, -0.057, -0.313], [0.512, 0.248, -0.076], [-0.177, 0.372, -0.121], [0.745, 0.390, 0.113], [-0.204, -0.020, 0.128], [0.156, -0.002, -0.346], [0.158, 0.104, -0.085], [0.093, 0.064, 0.061], [-0.089, 0.013, -0.087], [-0.072, -0.035, -0.081], [0.003, 0.014, -0.002], [-0.040, 0.021, -0.029], [-0.015, -0.028, -0.016], [0.093, 0.043, 0.035], [0.044, -0.010, -0.008], [0.009, -0.036, 0.040], [0.024, -0.002, -0.053], [-0.134, 0.081, 0.069], [0.010, -0.034, 0.037], [-0.132, 0.059, 0.062], [-0.158, 0.111, 0.199], [-0.048, 0.031, 0.062], [0.009, -0.072, 0.050], [0.049, 0.024, -0.013], [-0.040, 0.032, 0.048], [0.014, 0.046, -0.035], [-0.044, 0.034, -0.042], [-0.005, 0.010, -0.028], [-0.008, 0.001, -0.030], [0.006, 0.008, -0.015], [-0.112, -0.100, -0.015], [0.059, 0.030, 0.045], [0.016, 0.009, -0.079], [0.048, -0.019, 0.100], [0.031, -0.100, 0.005], [0.113, 0.127, 0.125], [-0.011, 0.021, 0.014], [0.001, 0.004, 0.047], [0.012, 0.001, 0.000], [-0.036, 0.013, 0.066], [0.098, 0.184, -0.196], [0.023, -0.013, 0.053], [0.007, -0.029, 0.006], [0.046, -0.035, -0.009], [0.029, -0.026, 0.028], [-0.006, 0.044, 0.024], [-0.028, -0.007, -0.004], [0.245, 0.340, -0.711], [-0.307, 0.081, 1.645]]}

# 3
{"formula": "C31H37N3O3", "method": "the ωB97M-V functional and the def2-TZVPD basis", "smiles": "C[C@H](NC(=O)CN1C(=O)NC(Cc2ccccc2)(Cc2ccccc2)C1=O)[C@]12C[C@H]3C[C@H](C[C@H](C3)C1)C2", "total_energy_ha": -1593.61966, "lumo_energy_ha": 0.0227, "spin_multiplicity": 1, "species": ["C", "H", "H", "H", "C", "N", "C", "O", "C", "N", "C", "O", "C", "N", "C", "O", "H", "C", "C", "C", "C", "C", "C", "C", "H", "H", "H", "H", "H", "H", "H", "C", "C", "C", "C", "C", "C", "C", "H", "H", "H", "H", "H", "H", "H", "H", "H", "H", "H", "C", "C", "C", "C", "C", "C", "C", "C", "H", "H", "C", "H", "H", "H", "H", "H", "C", "H", "H", "H", "H", "H", "H", "H", "H"], "positions_angstrom": [[-2.443991, -0.642025, 2.218675], [-1.700057, -1.409783, 2.416578], [-3.265821, -0.787611, 2.912272], [-1.993498, 0.330529, 2.403906], [-2.919318, -0.744783, 0.770244], [-1.823297, -0.392246, -0.111771], [-1.372687, -1.197425, -1.084403], [-1.767995, -2.325464, -1.283048], [-0.335529, -0.530388, -2.012511], [0.933907, -0.225351, -1.392626], [1.167788, 0.674250, -0.407098], [0.349072, 1.389622, 0.129751], [2.662199, 0.622787, -0.102455], [3.135467, -0.220442, -1.172151], [2.132161, -0.814188, -1.857473], [2.204975, -1.629243, -2.733601], [4.073794, -0.582914, -1.195773], [2.875103, -0.044616, 1.277894], [2.444422, -1.483676, 1.209474], [1.101599, -1.818338, 1.326092], [0.681715, -3.123747, 1.148266], [1.606111, -4.113287, 0.860403], [2.949195, -3.794049, 0.764518], [3.365660, -2.485259, 0.933400], [4.416045, -2.239423, 0.851527], [3.674895, -4.563192, 0.545911], [1.278821, -5.130425, 0.709393], [-0.367645, -3.367071, 1.215053], [0.383490, -1.043494, 1.549431], [3.932023, 0.026111, 1.541228], [2.286503, 0.504833, 2.014535], [3.267308, 2.039134, -0.165957], [4.751800, 2.023947, 0.059244], [5.615891, 1.719255, -0.986209], [6.982739, 1.667649, -0.777817], [7.504143, 1.922766, 0.479348], [6.652306, 2.235929, 1.524601], [5.284990, 2.284990, 1.315565], [4.625201, 2.536343, 2.133680], [7.053083, 2.443628, 2.505692], [8.570732, 1.883698, 0.642050], [7.642517, 1.430777, -1.599368], [5.214561, 1.530922, -1.971822], [3.045671, 2.457411, -1.150504], [2.765513, 2.647685, 0.587555], [-0.772320, 0.391240, -2.413204], [-0.118037, -1.225094, -2.828095], [-1.384260, 0.510846, 0.028001], [-3.161476, -1.788856, 0.540403], [-4.175369, 0.110104, 0.444564], [-4.453015, 0.029261, -1.063245], [-5.706405, 0.824641, -1.421287], [-6.908837, 0.257003, -0.671956], [-6.647753, 0.349964, 0.829025], [-6.447201, 1.811841, 1.224550], [-5.245687, 2.377488, 0.469634], [-5.502487, 2.287819, -1.033059], [-4.654216, 2.703993, -1.581622], [-6.388380, 2.871132, -1.294432], [-3.991782, 1.580546, 0.833630], [-3.127838, 2.002476, 0.315489], [-3.817825, 1.665687, 1.907537], [-5.098187, 3.426332, 0.752722], [-6.279938, 1.887204, 2.301679], [-7.343156, 2.388631, 0.984307], [-5.395413, -0.450900, 1.185302], [-5.537693, -1.499311, 0.913949], [-5.241311, -0.401224, 2.264539], [-7.503965, -0.062002, 1.375613], [-7.810123, 0.817676, -0.930146], [-7.067386, -0.784764, -0.958866], [-5.880991, 0.753029, -2.500814], [-3.604462, 0.431871, -1.620114], [-4.573029, -1.015540, -1.357235]], "atomic_forces_ev_per_a": [[-0.122, -0.091, -0.246], [0.088, -0.047, 0.041], [-0.064, 0.014, 0.137], [0.057, 0.107, 0.095], [-0.240, -0.088, 0.078], [-0.146, 0.265, 0.453], [0.433, 0.386, -0.279], [-0.119, -0.430, -0.183], [-0.289, -0.179, -0.182], [-0.107, -0.106, -0.064], [0.248, 0.017, -0.162], [-0.022, 0.229, 0.165], [0.138, 0.324, 0.296], [0.319, 0.285, 0.048], [0.079, 0.030, -0.165], [-0.040, -0.314, -0.227], [-0.094, -0.128, -0.066], [-0.158, -0.115, -0.185], [0.078, 0.025, 0.241], [0.086, -0.005, 0.096], [-0.074, -0.042, -0.014], [-0.035, -0.079, 0.008], [0.080, -0.063, -0.040], [-0.043, 0.000, 0.077], [0.108, 0.031, -0.003], [0.055, -0.073, -0.022], [-0.030, -0.097, -0.012], [-0.125, -0.020, -0.003], [-0.120, 0.090, 0.033], [-0.054, 0.025, 0.013], [0.059, 0.063, 0.040], [-0.161, -0.145, 0.024], [-0.089, 0.078, -0.020], [-0.007, 0.018, 0.000], [0.099, -0.047, -0.033], [0.084, -0.010, 0.001], [0.035, 0.001, 0.081], [0.029, 0.031, -0.044], [-0.085, 0.025, 0.081], [0.036, 0.020, 0.080], [0.089, 0.001, 0.013], [0.057, -0.011, -0.069], [-0.048, 0.009, -0.107], [-0.053, 0.029, 0.046], [-0.011, 0.030, -0.033], [0.061, -0.069, 0.006], [-0.094, 0.141, 0.157], [0.084, -0.127, -0.165], [-0.017, 0.150, 0.027], [0.328, -0.299, 0.002], [-0.138, 0.087, 0.023], [-0.043, -0.017, -0.284], [0.051, 0.024, 0.026], [-0.251, -0.115, 0.145], [0.043, -0.041, -0.025], [0.037, 0.320, 0.062], [0.003, -0.051, 0.027], [0.029, 0.052, -0.052], [-0.025, 0.061, -0.036], [-0.162, -0.051, -0.029], [0.122, 0.054, -0.014], [0.079, 0.016, 0.083], [-0.005, -0.070, -0.015], [-0.023, 0.028, 0.068], [-0.051, 0.044, 0.025], [-0.024, 0.131, -0.033], [0.024, -0.112, 0.009], [0.023, -0.046, 0.074], [0.058, 0.021, -0.030], [-0.071, -0.005, -0.027], [-0.051, -0.055, -0.032], [0.016, 0.003, 0.061], [0.036, -0.012, -0.016], [0.038, -0.101, -0.028]]}